103
Properties=species:S:1:pos:R:3:mulliken_charge:R:1 method="wB97M-V/def2-TZVPD" largest_force_ev_per_a=1.549 lumo_energy_ev="-6.2 / -6.1" total_energy_ha=-4022.85040 orbital_gap_ev="4.868 / 4.884" total_charge=+2 mol_weight_g_mol=823.8 spin_multiplicity=1 e_homo_ev="-11.035 / -11.031"
C -2.19 4.60 -1.09 -0.869
H 3.03 -1.18 -1.06 0.747
C 2.49 -2.76 1.51 -0.195
C 1.99 4.97 1.56 -0.833
H 0.87 -6.68 -0.88 0.479
N -0.95 -1.22 1.74 -0.148
H -4.14 0.42 -2.61 0.281
Ti -0.67 0.13 0.40 -0.365
C 1.28 -2.07 1.25 0.271
H 0.83 0.86 -1.69 -0.462
C -3.22 -1.15 1.13 -0.213
C -0.13 4.05 2.26 -1.090
C -2.49 2.39 -4.66 -0.530
C -4.57 -1.47 1.23 -0.630
C 2.36 3.75 1.04 -0.542
S -1.49 -0.54 -2.16 -0.077
H 0.44 -6.67 -3.32 0.402
C 1.82 0.64 -1.28 -0.794
H -0.14 1.23 -5.53 0.399
H -2.26 3.40 -4.31 0.278
H -5.78 1.39 -0.08 0.460
C 1.10 -3.18 4.31 -1.374
H 0.14 -4.53 -4.51 0.467
H 0.42 -5.09 2.73 0.387
H -0.91 -2.70 3.83 1.005
H -1.57 -5.37 1.37 0.506
H 3.34 3.63 0.59 0.477
H 1.94 -1.19 -2.44 0.953
H 1.76 -0.79 3.67 0.468
C 0.77 -4.54 -0.71 -0.714
H 7.29 0.41 1.89 0.423
H 0.68 0.35 2.87 1.199
C -1.35 -4.41 1.81 -0.396
H -3.27 -3.66 1.23 0.292
H -4.89 -2.39 1.68 0.550
H 3.13 -2.90 0.64 0.265
H 0.26 0.47 -3.98 0.023
C -2.19 0.70 -3.12 -0.371
C 0.25 2.83 1.73 -0.161
N -2.81 0.02 0.64 1.235
C 1.48 2.67 1.09 1.321
C 6.24 0.49 1.64 -0.721
C 3.94 0.07 2.17 -0.536
P 0.75 -1.78 -0.42 1.313
H -1.08 4.16 2.76 0.524
H -1.75 5.51 -1.48 0.632
H 5.58 -0.52 3.41 0.495
H 0.10 -0.64 4.20 0.476
H 2.67 5.81 1.52 0.456
C 0.72 -5.74 -1.41 -0.927
C -2.29 -3.34 1.55 -1.131
H -5.02 3.27 0.10 0.524
C 0.48 -5.74 -2.77 -0.685
H -4.40 1.34 -4.95 0.358
N -1.84 2.30 -0.49 1.265
C 2.98 -3.29 2.67 -0.822
C 0.31 -4.54 -3.44 -1.070
H 0.46 6.08 2.59 0.442
H 0.96 -4.55 0.35 0.503
C 0.38 -3.34 -2.75 -0.271
C 0.74 5.13 2.17 -0.757
C 3.53 0.68 1.00 1.057
H 3.97 -3.74 2.59 0.544
H -4.13 5.44 -0.71 0.508
N -3.49 1.04 -3.07 0.153
C 0.29 -1.75 2.36 0.767
C -0.27 -4.26 2.58 -1.002
H 3.21 -0.35 2.85 0.366
H -2.39 2.37 -5.75 0.476
H 3.08 -3.58 4.79 0.504
H 0.55 4.36 -0.89 0.414
C 0.01 -2.98 3.30 0.691
C 2.40 -3.35 3.99 -0.870
C -5.06 0.66 0.27 -0.823
H 0.25 -2.41 -3.29 0.240
C -1.39 3.47 -0.98 0.266
N -1.58 1.43 -4.04 0.202
C 0.02 3.62 -1.48 -1.175
C -5.49 -0.56 0.77 -1.402
H 0.36 2.24 -4.16 0.229
P 1.79 0.97 0.54 1.797
H -6.55 -0.77 0.83 0.476
C -3.70 0.93 0.23 0.695
C -2.11 -2.00 1.57 0.876
H 2.54 1.21 -1.87 1.093
C 4.51 1.22 0.15 -0.962
H 0.81 -3.24 5.35 0.518
H 4.24 1.73 -0.77 0.384
H -4.50 2.73 -3.84 0.319
H 6.59 1.54 -0.20 0.461
C 5.28 -0.03 2.49 -0.696
C -0.19 1.34 -4.45 -0.643
H -0.01 3.98 -2.51 0.644
C 0.74 -0.64 3.32 -2.956
C 2.03 -0.88 -1.40 -1.518
H 0.58 2.69 -1.46 -0.511
H -0.42 1.97 1.88 0.178
C -4.00 3.35 -0.23 -1.109
C -3.50 4.56 -0.68 -1.345
C -3.16 2.25 -0.18 0.202
C 0.59 -3.33 -1.37 1.334
C -3.87 1.91 -4.18 -0.689
C 5.85 1.12 0.47 -0.886